1.
DFT (wB97M-V/def2-TZVPD) results for an isolated ion of composition C5H11BrN and charge +1 in a non-equilibrium geometry.

## Properties
SMILES string: C=C(Br)[N+](C)(C)C
E_tot (hartree): -2825.54131
Lowest unoccupied orbital energy (eV): -3.34
Multiplicity: 1
Relative energy (zero: lowest compared OMol25 entry of this formula, charge and spin) (eV): 2.608
Charge: +1

Atoms and positions in Å:
1 C -1.410 2.053 0.010
2 C -1.386 0.674 -0.023
3 C 0.993 0.692 -0.028
4 C -0.031 -1.122 -1.147
5 C -0.117 -0.908 1.322
6 N -0.183 -0.147 -0.007
7 Br -3.068 -0.194 -0.007
8 H -2.233 2.687 -0.027
9 H -0.489 2.594 -0.049
10 H 1.836 0.153 -0.349
11 H 0.772 1.327 -0.944
12 H 1.020 1.121 0.963
13 H 0.496 -2.117 -0.871
14 H -0.937 -1.496 -1.519
15 H 0.464 -0.783 -2.158
16 H -0.625 -1.878 1.153
17 H 0.903 -1.136 1.627
18 H -0.700 -0.283 2.023

***

2.
DFT (wB97M-V/def2-TZVPD) results for a 2-piece molecular cluster, C10H16 overall in a non-equilibrium geometry.

## Properties
SMILES string: Cc1ccccc1.CCC
E_tot (hartree): -390.58561
Lowest unoccupied orbital energy (eV): 0.94
Multiplicity: 1
Relative energy (zero: lowest compared OMol25 entry of this formula, charge and spin) (eV): 1.368

Atoms and positions in Å:
1 C -2.396 0.155 1.343
2 C -3.842 -0.204 0.829
3 C -2.026 1.480 0.689
4 H -1.713 -0.591 0.975
5 H -2.529 0.061 2.412
6 H -3.647 -0.877 -0.043
7 H -4.379 -0.829 1.529
8 H -1.806 1.179 -0.343
9 H -1.064 1.974 0.987
10 H -4.499 0.512 0.373
11 H -2.624 2.394 0.757
12 C 1.867 0.258 -2.732
13 C 2.875 0.186 0.871
14 C 2.680 0.636 -0.450
15 C 2.296 -0.979 1.319
16 C 1.994 -0.187 -1.319
17 C 1.400 -1.694 0.458
18 C 1.271 -1.290 -0.863
19 H 3.359 0.696 1.690
20 H 3.265 1.483 -0.771
21 H 2.333 -1.267 2.350
22 H 0.964 -2.630 0.790
23 H 2.765 0.080 -3.334
24 H 1.838 1.367 -2.781
25 H 0.705 -1.935 -1.558
26 H 0.912 0.021 -3.178

***

3.
DFT (wB97M-V/def2-TZVPD) results for a 5-piece molecular cluster, C3H18NO4 overall in a non-equilibrium geometry.

## Properties
E_tot (hartree): -480.51094
Lowest unoccupied orbital energy (eV): -2.77
Multiplicity: 1
Relative energy (zero: lowest compared OMol25 entry of this formula, charge and spin) (eV): 3.071
Charge: +1

Atoms and positions in Å:
1 C 0.918 -0.902 -1.263
2 C -0.535 -1.446 -1.709
3 C -1.363 -0.264 -1.941
4 N 1.216 -1.075 0.224
5 H 1.873 -1.473 -1.600
6 H 0.975 0.213 -1.576
7 H -0.981 -2.032 -0.817
8 H -0.483 -2.084 -2.665
9 H -1.183 0.717 -1.610
10 H -1.051 0.031 -3.091
11 H -2.337 -0.423 -1.999
12 H 0.429 -1.396 0.770
13 H 1.786 -1.904 0.380
14 H 1.897 -0.368 0.583
15 H 4.323 -0.713 0.901
16 H 3.825 0.533 1.676
17 O 3.571 -0.118 1.054
18 H -2.071 -0.524 1.265
19 H -2.201 -0.943 2.732
20 O -1.609 -0.600 2.120
21 H -6.260 3.479 -1.062
22 H -6.651 2.278 -0.242
23 O -5.981 2.633 -0.762
24 H 3.461 2.524 2.430
25 H 4.627 2.077 3.365
26 O 3.806 1.780 2.837

***

4.
DFT (wB97M-V/def2-TZVPD) results for a 7-piece molecular cluster, C7H21N7O14 overall in a non-equilibrium geometry.

## Properties
⟨S²⟩: 0.753
E_tot (hartree): -1715.26824
Lowest unoccupied orbital energy (spin up / spin down) (eV): 1.24 / 1.24
Multiplicity: 2
Relative energy (zero: lowest compared OMol25 entry of this formula, charge and spin) (eV): 0.538
Charge: -1

Atoms and positions in Å:
1 C -16.191 9.907 15.902
2 N -17.534 9.648 15.453
3 O -17.772 9.554 14.279
4 O -18.414 9.692 16.293
5 H -16.192 10.894 16.363
6 H -15.508 9.902 15.052
7 H -15.722 9.143 16.522
8 C -10.193 6.929 23.457
9 N -11.268 7.709 24.170
10 O -12.389 7.627 23.683
11 O -10.976 8.304 25.247
12 H -10.688 5.959 23.408
13 H -9.232 6.950 23.971
14 H -9.948 7.368 22.490
15 C -17.618 6.281 18.934
16 N -18.221 7.429 19.641
17 O -18.981 8.281 19.093
18 O -17.965 7.541 20.800
19 H -18.240 5.413 19.154
20 H -16.625 6.007 19.291
21 H -17.598 6.438 17.856
22 C -12.495 7.826 16.077
23 N -11.492 7.015 15.321
24 O -10.325 7.269 15.358
25 O -12.005 6.174 14.557
26 H -12.982 7.026 16.634
27 H -13.240 8.299 15.438
28 H -11.878 8.436 16.737
29 C -13.928 6.862 20.786
30 N -13.537 6.976 19.319
31 O -14.343 7.414 18.549
32 O -12.379 6.606 18.966
33 H -13.878 7.920 21.043
34 H -13.217 6.252 21.342
35 H -14.945 6.490 20.910
36 C -9.221 5.777 20.359
37 N -7.890 6.422 20.533
38 O -6.938 5.946 19.897
39 O -7.779 7.432 21.246
40 H -9.222 5.259 19.400
41 H -9.958 6.579 20.406
42 H -9.354 5.265 21.312
43 C -17.923 3.713 22.933
44 N -17.115 3.925 21.705
45 O -17.117 3.066 20.853
46 O -16.238 4.801 21.720
47 H -18.744 4.426 23.011
48 H -17.291 3.804 23.817
49 H -18.472 2.773 22.880

***

5.
DFT (wB97M-V/def2-TZVPD) results for a 2-piece molecular cluster, C6H10 overall.

## Properties
SMILES string: C=C=CC.C=C
E_tot (hartree): -234.51361
Lowest unoccupied orbital energy (eV): 1.09
Multiplicity: 1
Relative energy (zero: lowest compared OMol25 entry of this formula, charge and spin) (eV): 2.419

Atoms and positions in Å:
1 C -2.404 -0.309 1.208
2 C -2.432 0.149 -0.038
3 C 0.389 0.668 -2.101
4 C 0.786 0.293 -0.913
5 C 1.137 -0.086 0.287
6 C 2.545 -0.277 0.785
7 H -2.405 -1.374 1.426
8 H -2.373 0.362 2.064
9 H 0.325 -0.282 0.989
10 H -2.421 1.213 -0.260
11 H -2.453 -0.519 -0.895
12 H 0.193 -0.058 -2.886
13 H 0.235 1.717 -2.344
14 H 3.283 -0.045 0.013
15 H 2.739 0.366 1.652
16 H 2.701 -1.313 1.110

***

6.
DFT (wB97M-V/def2-TZVPD) results for a 2-piece molecular cluster, C9H17B overall in a non-equilibrium geometry.

## Properties
E_tot (hartree): -377.81898
Lowest unoccupied orbital energy (spin up / spin down) (eV): 0.53 / 0.44
Multiplicity: 1
Relative energy (zero: lowest compared OMol25 entry of this formula, charge and spin) (eV): 2.519

Atoms and positions in Å:
1 B -0.224 -1.027 -0.228
2 C -2.196 -2.381 -0.345
3 C -1.728 -2.519 0.886
4 C -1.346 -1.497 -1.224
5 C -0.443 -1.767 1.149
6 C -0.566 -0.879 2.396
7 C 1.161 1.532 -2.157
8 C 0.143 2.464 -0.025
9 C 2.377 1.253 0.053
10 C 1.079 1.488 -0.662
11 H -3.102 -2.833 -0.720
12 H -2.205 -3.094 1.667
13 H -1.950 -0.674 -1.625
14 H -0.991 -2.042 -2.102
15 H 0.358 -2.493 1.348
16 H -1.389 -0.177 2.270
17 H 0.349 -0.314 2.556
18 H -0.764 -1.484 3.280
19 H 1.723 0.687 -2.546
20 H 1.668 2.448 -2.487
21 H 0.169 1.527 -2.600
22 H -0.830 2.449 -0.511
23 H 0.540 3.483 -0.111
24 H 0.008 2.250 1.032
25 H 2.896 0.384 -0.349
26 H 3.045 2.117 -0.063
27 H 2.217 1.100 1.117

***

7.
DFT (wB97M-V/def2-TZVPD) results for a 2-piece molecular cluster, C4H8O2 overall in a non-equilibrium geometry.

## Properties
E_tot (hartree): -307.52451
Lowest unoccupied orbital energy (spin up / spin down) (eV): 0.06 / 0.10
Multiplicity: 1
Relative energy (zero: lowest compared OMol25 entry of this formula, charge and spin) (eV): 5.114

Atoms and positions in Å:
1 C -1.924 0.024 -0.476
2 O -1.498 -0.172 0.751
3 C -0.604 -1.096 1.031
4 C 0.966 -0.112 -0.579
5 O 1.585 -1.013 -1.104
6 C 1.660 1.098 0.030
7 H -2.510 0.924 -0.585
8 H -0.199 0.084 -0.843
9 H -2.048 -0.824 -1.148
10 H -0.330 -1.127 2.076
11 H -0.549 -1.999 0.422
12 H 2.704 0.856 0.280
13 H 1.097 1.480 0.893
14 H 1.650 1.876 -0.748

***

8.
DFT (wB97M-V/def2-TZVPD) results for the molecule Br2ClOPS2 in a non-equilibrium geometry.

## Properties
⟨S²⟩: 2.020
E_tot (hartree): -6821.09377
Lowest unoccupied orbital energy (spin up / spin down) (eV): -1.17 / -4.15
Multiplicity: 3
Relative energy (zero: lowest compared OMol25 entry of this formula, charge and spin) (eV): 2.052

Atoms and positions in Å:
1 O 1.367 0.219 -0.831
2 P 0.032 -0.190 -0.636
3 S -0.780 1.199 1.046
4 S 0.378 -1.993 0.792
5 Cl -2.461 2.634 -1.789
6 Br -2.648 1.258 0.062
7 Br -1.607 -2.887 1.009

***

9.
DFT (wB97M-V/def2-TZVPD) results for a 2-piece molecular cluster, C3H6FN2OP overall in a non-equilibrium geometry.

## Properties
E_tot (hartree): -743.68050
Lowest unoccupied orbital energy (spin up / spin down) (eV): -0.59 / -0.70
Multiplicity: 1
Relative energy (zero: lowest compared OMol25 entry of this formula, charge and spin) (eV): 0.382

Atoms and positions in Å:
1 C 1.845 1.297 1.310
2 C 1.793 1.032 -0.097
3 C 0.612 0.018 -0.491
4 N 1.777 1.494 2.457
5 N -2.375 -2.034 -0.313
6 O -0.605 0.679 -0.347
7 F -1.831 -1.797 -1.592
8 P -1.811 0.418 0.657
9 H 1.672 2.016 -0.567
10 H 2.662 0.375 -0.403
11 H 0.632 -0.848 0.145
12 H 0.508 -0.121 -1.602
13 H -3.407 -1.849 -0.427
14 H -1.471 -0.681 1.270

***

10.
DFT (wB97M-V/def2-TZVPD) results for the molecule C2H5N5O in a non-equilibrium geometry.

## Properties
SMILES string: N/N=c1/cnon1N
E_tot (hartree): -427.96304
Lowest unoccupied orbital energy (eV): 0.73
Multiplicity: 1
Relative energy (zero: lowest compared OMol25 entry of this formula, charge and spin) (eV): 7.077

Atoms and positions in Å:
1 C 0.237 -0.397 0.076
2 C -0.930 -1.439 0.136
3 H 2.686 0.899 -0.488
4 H 3.488 -0.918 -0.570
5 H -0.538 -2.520 0.098
6 H -0.165 2.838 0.010
7 H -0.369 1.708 1.185
8 N 2.755 -0.152 -0.081
9 N 1.482 -0.804 0.199
10 N -2.010 -0.901 0.022
11 N -0.238 0.767 -0.351
12 N 0.018 1.820 0.273
13 O -1.873 0.487 -0.243